This record from the OMol25 dataset describes a gas-phase ion, CH5N2OS (charge +1) at a distorted geometry. The level of theory is the ωB97M-V functional and the def2-TZVPD basis.

The value obtained for the calculated total energy is -16973.308 eV. For the energy above the lowest of the compared OMol25 structures with the same formula, charge and spin, the calculation gives 63.7 kJ/mol. The calculation puts the frontier orbital gap at 10.2 eV. The HOMO energy comes out at -14.462 eV.

Geometry as ORCA input:
```
! wB97M-V def2-TZVPD RIJCOSX def2/J DEFGRID3
* xyz 1 1
N -1.20180 -0.24974 0.28352
C -0.02428 0.02866 -0.34079
N 0.05184 0.49220 -1.54708
O 1.11490 -0.14958 0.28655
S 1.27667 -0.88665 1.85635
H -1.96198 0.19610 -0.05952
H -1.37826 -1.00035 1.00128
H -0.82874 0.98912 -1.85640
H 0.93141 0.46951 -2.10490
H 2.02025 0.11073 2.48099
*
```

Just the Löwdin charges please, in e? Sure, here they are: atom 1 (N): 0.2064, atom 2 (C): -0.5238, atom 3 (N): 0.2345, atom 4 (O): -0.3670, atom 5 (S): 0.9129, atom 6 (H): 0.0778, atom 7 (H): 0.1535, atom 8 (H): 0.1853, atom 9 (H): 0.1830, atom 10 (H): -0.0626